80
Properties=species:S:1:pos:R:3:forces:R:3:lowdin_charge:R:1 method="wB97M-V/def2-TZVPD" orbital_gap_ev=7.83 lumo_energy_ev=-0.472 relative_energy_kcal_mol=0.0 smiles="CP(O)C(=O)OCON=O.NC(N)=O.NC(N)=O.NC(N)=O.NC(N)=O.NC(N)=O.NC(N)=O.NC(N)=O.NC(N)=O"
C 0.558 1.752 1.269 -0.65 -0.76 0.19 -0.2654
P 0.482 -0.053 0.945 1.79 -0.35 0.39 0.9511
O 0.314 -0.239 -0.686 -1.40 -0.11 0.35 -0.3451
C -1.112 -0.699 1.748 -0.59 -1.46 0.24 -0.5220
O -0.998 -1.714 2.408 -0.21 1.65 -0.82 0.0455
O -2.372 -0.097 1.704 0.50 -0.62 0.21 -0.0234
C -2.841 0.213 0.438 -0.09 1.25 0.01 -0.2270
O -3.663 1.397 0.487 -0.03 -0.06 -0.21 -0.1002
N -3.002 2.462 1.181 0.59 -0.07 0.03 0.0033
O -3.217 3.489 0.681 -0.43 -0.20 -0.01 0.0851
H 0.693 2.304 0.357 -0.14 0.18 -0.37 0.0000
H 1.457 1.884 1.840 0.44 0.12 0.22 0.0120
H -0.253 2.116 1.883 -0.41 0.28 0.00 0.0325
H 1.183 -0.248 -1.097 0.12 0.22 -0.09 0.0257
H -3.487 -0.557 0.040 -0.32 -0.24 0.04 0.1451
H -2.054 0.431 -0.276 0.53 -0.21 0.05 0.0905
C 1.509 2.665 -2.557 -0.16 0.09 -0.16 -0.6564
O 1.751 1.799 -1.716 0.46 0.12 -0.15 -0.0201
N 2.107 2.688 -3.778 0.11 -0.07 0.01 0.1749
N 0.627 3.667 -2.326 -0.01 0.05 0.12 0.1906
H 1.912 3.385 -4.473 -0.05 -0.02 0.05 0.1019
H 2.767 1.962 -3.984 0.02 -0.01 -0.02 0.1038
H 0.167 3.684 -1.435 -0.01 0.03 0.02 0.0985
H 0.414 4.376 -3.003 -0.10 0.00 -0.10 0.0972
C -1.254 -6.297 2.260 -0.07 0.38 -0.04 -0.6892
O -1.559 -7.389 2.724 0.26 -0.06 0.02 0.0028
N -0.426 -6.181 1.172 0.04 -0.16 -0.09 0.1435
N -1.693 -5.120 2.772 -0.20 -0.13 0.06 0.1810
H -0.150 -5.304 0.773 -0.01 0.05 0.06 0.0948
H -0.086 -7.031 0.764 -0.07 -0.02 -0.07 0.0955
H -2.303 -5.161 3.572 0.04 -0.02 0.15 0.0826
H -1.439 -4.223 2.400 0.06 0.04 0.06 0.0743
C -4.415 -6.231 5.957 -0.06 -0.09 -0.03 -0.6766
O -3.376 -5.634 5.737 0.04 0.11 -0.12 0.0201
N -4.438 -7.555 6.293 0.02 0.03 0.07 0.1525
N -5.639 -5.624 5.883 0.03 0.02 0.00 0.1468
H -5.279 -8.067 6.477 -0.02 0.01 -0.02 0.0909
H -3.556 -8.028 6.348 0.03 0.00 -0.06 0.1042
H -5.653 -4.652 5.639 0.02 0.02 0.00 0.1009
H -6.505 -6.095 6.059 0.00 -0.03 0.00 0.0895
C 2.521 5.223 1.103 0.17 0.04 -0.09 -0.6640
O 2.180 4.156 1.589 0.03 0.19 -0.05 0.0134
N 3.344 5.312 0.018 -0.21 -0.08 0.13 0.1717
N 2.101 6.422 1.618 -0.07 -0.01 0.01 0.1460
H 3.636 6.179 -0.389 0.06 -0.01 -0.01 0.0973
H 3.684 4.458 -0.383 0.15 0.06 -0.04 0.0708
H 1.498 6.391 2.417 0.00 -0.02 0.02 0.0988
H 2.367 7.311 1.240 0.03 -0.01 -0.02 0.0890
C -2.440 2.418 -3.445 -0.01 0.42 0.10 -0.6741
O -1.808 2.064 -4.428 0.13 -0.14 -0.25 0.0094
N -2.855 3.710 -3.278 0.04 -0.01 -0.11 0.1687
N -2.771 1.569 -2.435 -0.03 -0.06 0.01 0.1751
H -3.373 4.025 -2.479 -0.02 -0.05 0.02 0.0913
H -2.620 4.367 -4.003 0.11 0.04 0.02 0.0838
H -2.475 0.615 -2.519 0.07 0.01 -0.06 0.1051
H -3.269 1.865 -1.613 -0.08 -0.03 -0.05 0.0606
C -1.246 5.166 -6.664 -0.01 -0.10 -0.04 -0.6852
O -0.867 5.540 -5.557 -0.07 0.01 0.02 -0.0089
N -1.525 6.050 -7.669 0.02 0.07 0.07 0.1484
N -1.417 3.852 -6.959 0.20 0.04 0.13 0.1646
H -1.837 5.772 -8.579 0.00 -0.04 0.00 0.0918
H -1.406 7.025 -7.470 0.01 0.01 0.01 0.1006
H -1.217 3.202 -6.216 -0.24 -0.21 0.15 0.0691
H -1.730 3.510 -7.846 -0.02 0.06 -0.03 0.0976
C 6.055 3.016 -1.680 0.01 -0.09 0.05 -0.6814
O 5.779 4.174 -1.955 -0.03 0.03 0.04 0.0093
N 5.093 2.092 -1.401 0.02 0.10 -0.06 0.1667
N 7.345 2.564 -1.627 -0.02 0.06 -0.05 0.1488
H 5.281 1.136 -1.167 0.02 0.00 0.04 0.0981
H 4.139 2.402 -1.440 -0.22 -0.22 -0.01 0.0654
H 8.071 3.226 -1.826 0.01 0.03 0.00 0.1009
H 7.593 1.621 -1.401 -0.03 -0.02 0.02 0.0917
C 2.644 -8.081 3.919 -0.06 0.01 -0.04 -0.6869
O 3.852 -8.119 3.753 -0.01 -0.01 0.02 0.0128
N 2.056 -8.411 5.111 0.02 -0.04 0.05 0.1457
N 1.773 -7.705 2.938 -0.10 -0.05 0.06 0.1560
H 1.066 -8.383 5.265 -0.02 0.04 -0.05 0.0921
H 2.662 -8.691 5.858 0.03 0.01 0.01 0.0970
H 2.164 -7.453 2.053 0.06 0.05 0.01 0.0929
H 0.774 -7.669 3.064 0.00 -0.04 0.00 0.0583

=====

18
Properties=species:S:1:pos:R:3:forces:R:3:lowdin_charge:R:1 method="wB97M-V/def2-TZVPD" orbital_gap_ev=10.95 lumo_energy_ev=-3.277 relative_energy_kcal_mol=62.1 charge=+1
C 0.977 -1.318 -1.697 -2.56 0.65 -2.78 -0.0299
C -0.577 0.137 -0.416 -2.01 1.12 -0.78 -0.2486
C 0.605 -0.325 2.082 -1.04 0.71 -0.53 -0.1836
C -1.434 1.329 -0.762 -0.51 -0.57 0.21 -0.0385
N 0.315 -0.053 -1.375 0.48 -2.08 1.14 -0.0370
N 0.040 0.556 1.316 0.81 -1.76 0.27 0.1611
O 0.624 -0.138 3.383 -1.40 2.03 -1.73 0.1556
H 1.189 -1.219 -2.800 -0.08 -0.49 1.09 0.1168
H 1.878 -1.413 -1.211 1.94 -0.69 1.34 0.0505
H -1.280 -0.636 -0.100 1.06 -0.65 -0.06 0.1549
H 0.908 -1.216 1.559 0.60 -0.59 0.54 0.1497
H -2.162 1.491 -0.013 -0.93 0.18 0.76 0.0745
H -1.940 1.242 -1.734 0.23 -0.52 0.37 0.1150
H -0.868 2.195 -0.818 1.29 1.81 -0.13 0.0661
H 0.734 0.752 -1.749 0.39 1.14 -0.61 0.1353
H -0.297 1.330 1.847 -0.47 1.01 0.16 0.1227
H 0.228 -2.135 -1.586 0.89 0.39 0.19 0.1115
H 1.061 -0.581 4.076 1.31 -1.70 0.55 0.1237

=====

13
Properties=species:S:1:pos:R:3:forces:R:3:lowdin_charge:R:1 method="wB97M-V/def2-TZVPD" orbital_gap_ev=11.26 lumo_energy_ev=0.746 relative_energy_kcal_mol=0.0
C -0.874 0.333 0.224 -1.43 -1.20 -0.66 -0.1596
C 1.505 0.990 0.541 1.53 2.55 1.83 -0.1007
C 0.085 1.121 0.699 -2.46 0.44 -0.14 -0.2176
F -1.625 -0.566 -2.120 0.61 -0.45 2.10 -0.3136
F 0.326 -1.692 -1.586 0.36 0.61 -0.17 -0.1497
F -0.252 -2.085 0.552 0.14 0.45 0.48 -0.2840
P -0.891 -1.246 -0.710 0.66 -0.73 -1.45 0.6938
H -1.745 -2.363 -0.773 -0.72 1.04 -0.09 0.0766
H 1.839 0.152 0.070 0.60 -3.06 -0.64 0.0362
H 1.945 1.148 1.581 -0.02 -0.35 -1.49 0.1194
H 1.942 1.714 -0.155 -0.27 0.74 0.48 0.0959
H -0.309 1.998 1.256 0.50 -0.59 -0.31 0.1224
H -1.945 0.497 0.421 0.53 0.56 0.07 0.0809

=====

109
Properties=species:S:1:pos:R:3:forces:R:3:lowdin_charge:R:1 method="wB97M-V/def2-TZVPD" s2=0.75 orbital_gap_ev="6.33 / 6.65" spin_multiplicity=2 lumo_energy_ev="2.030 / 2.030" relative_energy_kcal_mol=78.0 charge=-1
Ti 2.418 0.953 -0.484 1.26 -0.35 0.09 0.6922
C -0.099 -0.121 -1.980 -0.41 0.26 -0.43 -0.0630
N 1.317 -0.401 -1.917 -0.53 -1.12 -0.36 -0.2347
C 1.928 -0.159 -3.229 -0.35 0.68 -0.86 -0.1814
C 2.132 1.319 -3.530 -1.50 1.05 0.77 -0.1628
N 3.141 1.833 -2.615 -0.20 -1.00 0.38 -0.2570
C 4.459 1.446 -3.117 0.73 1.74 0.07 -0.1145
C 3.181 3.211 -2.350 -0.73 2.10 0.83 -0.3279
C 2.704 4.174 -3.216 0.68 0.49 -0.88 -0.0633
C 2.801 5.540 -2.987 0.60 -0.19 2.28 -0.1002
C 3.377 6.032 -1.764 -0.94 -1.87 -2.06 -0.0707
C 3.825 5.061 -0.902 0.77 -1.65 0.60 -0.1185
C 3.717 3.674 -1.128 0.35 -1.20 -0.83 -0.5457
S 4.426 2.361 -0.125 -0.18 1.02 0.56 0.6142
C 1.526 -1.800 -1.472 -2.09 -0.50 -0.49 -0.2547
C 0.543 -2.835 -1.530 1.55 0.33 0.03 0.0044
C 0.875 -4.133 -1.102 -0.04 0.40 -0.06 -0.1082
C 2.125 -4.431 -0.556 0.24 0.72 -0.04 -0.0885
C 3.072 -3.389 -0.559 -0.39 -0.65 -0.05 -0.0922
C 2.758 -2.077 -0.984 1.88 -1.60 0.05 -0.6099
S 3.997 -0.867 -1.076 0.99 -0.17 0.65 0.6790
H -0.679 -0.762 -2.687 0.55 0.41 0.24 0.1105
H -0.198 0.926 -2.267 -0.34 -0.24 0.22 0.0534
H -0.429 -0.308 -0.984 -0.90 0.23 0.81 0.0695
H 1.295 -0.524 -4.057 0.40 -0.59 0.36 0.1427
H 2.917 -0.550 -3.108 0.44 -0.89 -0.81 0.0486
H 1.161 1.892 -3.343 1.26 -0.58 -0.53 0.1328
H 2.480 1.477 -4.560 -0.42 -0.17 -0.07 0.1241
H 4.531 1.816 -4.152 0.27 -0.19 0.15 0.1075
H 4.648 0.422 -3.003 0.01 -1.50 -0.30 -0.0015
H 5.200 1.918 -2.460 -0.08 0.02 -0.43 0.0614
H 2.416 3.936 -4.227 -0.51 -0.49 -0.09 0.1107
H 2.306 6.124 -3.712 -0.09 1.13 -0.60 0.0801
H 3.476 7.061 -1.543 0.06 0.88 0.10 0.0823
H 4.433 5.187 -0.028 -0.09 1.02 0.56 0.0905
H -0.409 -2.636 -1.971 -0.51 -0.10 -0.07 0.0672
H 0.211 -4.972 -1.256 -0.50 0.24 0.09 0.0722
H 2.291 -5.460 -0.143 0.23 1.16 -0.60 0.1087
H 4.111 -3.589 -0.334 -0.02 0.06 0.42 0.0903
C -3.037 -0.373 0.514 -0.64 0.72 0.84 -0.0241
C -2.143 -0.846 1.664 -0.67 0.66 -1.64 -0.3426
C -2.624 -1.517 2.778 -0.66 -1.23 0.19 -0.0438
C -1.752 -2.147 3.617 1.02 0.21 0.60 -0.0304
C -0.327 -1.931 3.486 -1.66 1.79 -1.72 -0.1888
C 0.650 -2.212 4.426 -0.11 -0.65 -0.45 -0.6963
Br 0.140 -2.947 6.067 -0.04 -0.44 0.74 0.7527
C 1.961 -2.028 4.126 0.07 1.04 -1.13 -0.1799
C 2.367 -1.372 2.940 -0.06 -0.39 0.41 -0.5184
Br 4.286 -1.148 2.668 -1.17 -0.07 0.08 0.7212
C 1.444 -0.879 1.970 0.26 -2.36 2.85 -0.4249
O 1.825 -0.380 0.912 0.05 1.83 -2.04 -0.1877
C 0.046 -1.172 2.299 -0.17 -0.32 0.61 -0.0880
N -0.887 -0.708 1.431 1.82 0.13 -0.16 0.1821
H -2.796 0.670 0.191 -0.30 -0.67 0.65 0.0704
H -4.123 -0.476 0.784 0.85 0.26 -0.34 0.0792
H -2.827 -0.957 -0.367 0.01 -0.58 -0.33 0.0491
H -3.699 -1.683 2.813 0.10 0.00 0.40 0.0959
H -2.086 -2.792 4.432 -0.06 0.33 -0.18 0.0716
H 2.657 -2.363 4.837 1.12 -0.19 0.67 0.0714
C -2.010 -6.747 0.012 1.23 -0.13 -0.65 -0.0870
C -3.473 -6.556 0.212 -1.71 -0.20 0.43 -0.2435
N -4.229 -5.836 -0.876 1.44 -1.76 0.65 -0.0308
C -3.971 -4.497 -0.980 -0.42 -0.10 -0.84 -0.9103
S -3.509 -3.912 -2.490 -0.09 0.46 0.69 0.5608
N -4.235 -3.784 0.127 0.12 0.15 -0.66 0.0202
C -5.051 -4.266 1.239 0.69 0.08 0.30 -0.2718
C -6.276 -3.431 1.395 -1.22 0.92 -1.85 -0.0829
H -1.549 -7.556 0.586 -0.45 0.19 0.47 0.0806
H -1.408 -5.852 0.163 -0.15 0.13 0.07 0.0671
H -1.811 -7.076 -1.000 -0.03 0.07 -0.56 0.0736
H -3.709 -5.935 1.055 0.65 -0.40 0.70 0.0622
H -3.956 -7.537 0.405 0.05 0.56 -0.34 0.1242
H -3.972 -6.260 -1.750 -0.18 -0.07 -0.48 0.0730
H -4.334 -2.817 -0.125 0.28 0.49 0.43 0.0892
H -4.422 -4.291 2.138 -0.19 -0.02 0.01 0.1185
H -5.390 -5.278 1.029 0.09 0.16 -0.12 0.1030
H -6.257 -2.536 2.014 0.59 0.13 -0.15 0.0653
H -7.043 -4.047 1.839 -0.51 -0.14 -0.10 0.0648
H -6.563 -3.135 0.304 -0.06 -0.41 2.03 0.1250
C -0.133 4.923 -1.648 1.86 -0.63 0.19 -0.0498
C -0.574 3.474 -1.504 0.17 -0.63 1.05 -0.3515
C -1.674 3.145 -2.529 -0.69 2.77 1.08 -0.0532
C -0.852 3.038 -0.023 -0.58 1.26 -1.96 -0.1124
C -2.107 3.257 0.466 -0.78 0.21 0.60 -0.0903
C -2.328 3.086 1.824 0.47 0.55 1.67 -0.1053
C -1.216 3.025 2.693 -0.30 -0.71 -1.16 -0.0242
C 0.093 2.904 2.176 0.03 0.09 1.25 -0.1293
C 1.338 3.131 3.051 -1.48 1.26 0.22 -0.3578
C 2.105 4.366 2.547 1.06 0.23 0.17 -0.0572
C 2.136 1.886 3.354 0.40 -0.19 -1.20 -0.0562
C 0.215 2.694 0.824 -0.23 -0.23 -1.45 -0.2745
O 1.317 2.235 0.246 -0.18 0.87 0.27 -0.2171
H 0.305 5.002 -2.627 0.10 0.01 -0.64 0.0433
H 0.745 5.174 -1.005 -0.98 -0.05 0.00 0.0968
H -0.894 5.661 -1.656 -0.99 0.61 0.67 0.0689
H 0.302 2.857 -1.692 0.19 0.18 -0.66 0.0780
H -2.698 3.471 -2.111 1.45 -0.78 -0.87 0.0928
H -1.588 2.123 -2.694 -0.71 -1.84 -0.63 0.0235
H -1.502 3.724 -3.471 -0.10 -0.57 0.66 0.0894
H -2.916 3.642 -0.166 0.32 -0.43 0.18 0.1038
H -3.313 3.175 2.289 0.16 -0.06 -0.34 0.0911
H -1.382 2.917 3.760 0.12 0.37 0.03 0.1041
H 0.879 3.517 3.988 0.33 -0.55 -0.09 0.1273
H 1.566 5.310 2.671 -0.39 -0.21 0.36 0.0699
H 3.026 4.458 3.200 -0.62 -0.03 -1.09 0.0954
H 2.321 4.380 1.462 0.44 -0.56 0.58 0.0590
H 2.875 2.033 4.154 -0.46 -0.21 0.01 0.0907
H 2.697 1.517 2.464 -0.30 0.47 0.55 0.0514
H 1.369 1.134 3.526 0.40 -0.32 0.73 0.0764

=====

14
Properties=species:S:1:pos:R:3:forces:R:3:lowdin_charge:R:1 method="wB97M-V/def2-TZVPD" orbital_gap_ev="7.11 / 7.11" lumo_energy_ev="-1.937 / -1.936" relative_energy_kcal_mol=61.7
N 2.454 0.292 2.381 2.72 -1.43 0.00 0.2439
O 3.496 -0.035 2.717 -4.16 0.72 -1.86 0.1692
C -0.171 -1.138 -1.008 -0.93 -0.73 -0.08 -0.1094
C -0.224 0.281 -0.544 0.80 -0.03 1.84 -0.9697
C -1.620 0.749 -0.223 -0.71 1.22 0.31 -0.5250
Cl -1.594 2.240 0.828 -0.07 -0.30 -0.44 0.5492
O 0.499 0.411 0.738 -0.75 -0.67 -1.22 -0.2875
O 1.477 -0.614 0.789 1.64 1.13 2.03 -0.2014
Cl 0.527 1.312 -1.749 0.41 0.66 -0.61 0.7011
H -0.546 -1.785 -0.226 -0.38 -0.06 0.33 0.0911
H -0.789 -1.311 -1.898 0.37 0.21 0.06 0.1018
H 0.845 -1.459 -1.108 0.49 0.04 -0.66 0.0708
H -2.240 1.047 -1.092 0.64 -0.53 0.41 0.0888
H -2.115 0.012 0.395 -0.10 -0.23 -0.11 0.0770

=====

9
Properties=species:S:1:pos:R:3:forces:R:3:lowdin_charge:R:1 method="wB97M-V/def2-TZVPD" orbital_gap_ev=9.93 lumo_energy_ev=-0.200 relative_energy_kcal_mol=71.2
C 1.273 -0.436 0.052 -2.84 1.04 2.11 -0.2665
C 2.456 -0.635 -0.390 3.61 0.69 -0.66 0.0027
N -2.154 1.108 -0.475 -1.66 0.08 0.77 -0.2692
O 0.203 -0.314 0.553 2.15 -0.26 -1.33 0.0636
O -4.037 0.550 1.044 -0.50 -0.07 -0.05 -0.5000
S -2.652 0.332 0.737 0.86 0.57 -0.73 0.8373
H 2.651 -1.684 -0.473 0.13 -0.60 -0.30 0.0597
H 3.427 0.018 -0.476 -2.70 -0.97 0.21 0.1240
H -1.165 1.061 -0.572 0.95 -0.47 -0.04 -0.0516